Record 1
Here is the ion C7H8 with charge -1 from the Open Molecules 2025 dataset. Energies are from ωB97M-V/def2-TZVPD.

The value obtained for the highest occupied orbital energy (alpha / beta) is 0.03018 / -0.11245 Eh. As for the HOMO-LUMO gap (alpha / beta): 3.585 / 7.351 eV. As for the expectation value of S²: 0.7602. Its LUMO energy (alpha / beta) is 4.406 / 4.291 eV. The molar mass comes out at 92.14 g mol⁻¹.

The geometry in ORCA input format:
```
! RIJCOSX wB97M-V def2-TZVPD def2/J DEFGRID3
* xyz -1 2
C -0.082 0.486 -2.361
C -0.987 0.718 0.006
C 0.074 0.281 -0.873
C 1.181 -0.285 -0.277
C 1.145 -0.619 1.111
C -0.127 -0.684 1.741
C -1.175 0.054 1.227
H 0.203 -0.413 -2.909
H -1.145 0.639 -2.548
H 0.424 1.411 -2.653
H -1.676 1.484 -0.342
H 2.182 -0.291 -0.713
H 2.006 -1.162 1.469
H -0.377 -1.304 2.601
H -2.106 -0.016 1.791
*
```

=====

Record 2
Here is the ion C5H8NO with charge +1 from the Open Molecules 2025 dataset. Energies are from ωB97M-V/def2-TZVPD.

The value obtained for the highest occupied orbital energy is -0.49299 Eh. As for the HOMO-LUMO gap: 7.812 eV. Its LUMO energy is -5.603 eV. The molar mass comes out at 98.12 g mol⁻¹.

The geometry in ORCA input format:
```
! RIJCOSX wB97M-V def2-TZVPD def2/J DEFGRID3
* xyz 1 1
C 0.466 -1.156 0.401
C -1.635 0.035 -0.758
C 0.282 1.314 0.337
C -0.970 -0.782 0.370
C 1.228 0.080 0.078
N -1.003 0.678 0.429
O 2.453 0.104 -0.168
H 0.644 -1.274 1.480
H 0.824 -2.058 -0.109
H -1.135 0.074 -1.663
H -2.781 -0.114 -0.843
H 0.643 1.818 1.276
H 0.277 2.208 -0.378
H -1.631 -1.484 0.922
H 2.978 0.858 -0.450
*
```

=====

Record 3
Here is a cluster of 2 separate species, C3H7NO2 in total from the Open Molecules 2025 dataset. Energies are from ωB97M-V/def2-TZVPD.

The value obtained for the highest occupied orbital energy is -0.33756 Eh. As for the HOMO-LUMO gap: 10.084 eV. Its LUMO energy is 0.898 eV. As for the SMILES: C=CN.O=CO. The molar mass comes out at 89.09 g mol⁻¹.

The geometry in ORCA input format:
```
! RIJCOSX wB97M-V def2-TZVPD def2/J DEFGRID3
* xyz 0 1
C 0.218 1.770 -1.610
C 0.254 0.401 -1.400
N 0.949 -0.314 -0.406
H -0.345 2.104 -2.449
H 0.571 2.589 -0.978
H -0.192 -0.366 -1.964
H 1.946 -0.444 -0.570
H 0.438 -1.218 -0.266
O -0.714 -2.210 1.593
C -1.113 -1.157 1.982
O -0.365 -0.094 2.097
H -2.077 -0.957 2.482
H 0.429 -0.103 1.490
*
```

=====

Record 4
Here is a cluster of 8 separate species, C32H48O22 in total from the Open Molecules 2025 dataset. Energies are from ωB97M-V/def2-TZVPD.

The value obtained for the highest occupied orbital energy is -0.37535 Eh. As for the HOMO-LUMO gap: 10.718 eV. Its LUMO energy is 0.504 eV. As for the SMILES: C[C@H]1COC(=O)O1.C[C@H]1COC(=O)O1.C[C@H]1COC(=O)O1.C[C@H]1COC(=O)O1.C[C@H]1COC(=O)O1.C[C@H]1COC(=O)O1.O=C1CCCO1.O=C1CCCO1. The molar mass comes out at 784.71 g mol⁻¹.

The geometry in ORCA input format:
```
! RIJCOSX wB97M-V def2-TZVPD def2/J DEFGRID3
* xyz 0 1
C -5.730 -1.805 -2.786
C -4.538 -2.398 -2.183
C -4.417 -2.029 -0.754
O -4.387 -3.330 -0.100
C -4.462 -4.362 -0.980
O -4.564 -5.518 -0.668
O -4.640 -3.941 -2.184
H -5.502 -0.731 -2.707
H -6.547 -2.063 -2.137
H -5.852 -2.118 -3.794
H -3.641 -2.343 -2.710
H -5.211 -1.424 -0.362
H -3.605 -1.530 -0.356
C 0.247 -1.573 5.154
C -0.597 -0.524 4.410
C -0.406 0.893 4.942
O -0.275 1.643 3.715
C -0.095 0.824 2.621
O 0.030 1.161 1.527
O -0.185 -0.430 3.020
H 1.305 -1.395 5.120
H 0.115 -2.501 4.587
H 0.007 -1.637 6.187
H -1.643 -0.901 4.353
H 0.570 0.865 5.459
H -1.298 1.289 5.570
C -3.386 0.980 2.346
C -4.355 1.967 1.655
C -3.754 3.159 0.978
O -4.404 3.199 -0.340
C -5.131 2.082 -0.537
O -5.779 1.743 -1.472
O -5.042 1.239 0.565
H -3.948 0.088 2.738
H -2.857 1.453 3.259
H -2.646 0.680 1.618
H -5.122 2.324 2.432
H -2.664 3.107 0.834
H -3.977 4.045 1.518
C -1.496 -5.694 -0.015
C -1.229 -4.245 0.372
C -1.850 -3.774 1.750
O -0.667 -3.795 2.574
C 0.466 -3.827 1.774
O 1.547 -3.599 2.269
O 0.148 -4.013 0.522
H -1.212 -5.757 -1.034
H -2.573 -5.914 0.084
H -0.841 -6.380 0.566
H -1.529 -3.586 -0.400
H -2.665 -4.400 2.079
H -2.251 -2.755 1.591
C 2.014 5.167 -2.466
C 1.630 4.283 -1.278
C 2.259 4.593 0.082
O 1.231 4.372 1.004
C 0.013 4.478 0.381
O -0.986 4.562 0.985
O 0.227 4.548 -1.004
H 1.553 4.669 -3.305
H 3.122 5.273 -2.632
H 1.631 6.174 -2.258
H 1.676 3.219 -1.469
H 2.541 5.662 0.108
H 3.108 3.999 0.371
C 5.999 -0.959 -3.159
C 5.711 0.586 -3.023
C 6.039 1.373 -4.246
O 4.953 2.316 -4.389
C 3.911 1.844 -3.697
O 2.761 2.243 -3.733
O 4.270 0.824 -2.945
H 5.400 -1.266 -3.976
H 5.905 -1.632 -2.324
H 7.054 -1.070 -3.468
H 6.200 0.945 -2.142
H 5.925 0.637 -5.043
H 6.996 1.869 -4.363
O -1.109 -0.889 -0.011
C -1.000 -0.250 -1.039
C 0.012 -0.450 -2.206
C -0.475 0.573 -3.228
C -1.247 1.576 -2.378
O -1.855 0.774 -1.334
H 1.020 -0.281 -1.860
H 0.064 -1.516 -2.479
H 0.324 0.975 -3.935
H -1.200 0.021 -3.818
H -0.472 2.271 -1.969
H -2.012 2.112 -2.924
O 5.935 0.674 0.439
C 5.095 0.052 1.074
C 4.363 0.434 2.317
C 3.795 -0.899 2.774
C 3.401 -1.499 1.383
O 4.512 -1.014 0.521
H 5.064 0.877 2.991
H 3.691 1.204 1.957
H 4.691 -1.444 3.183
H 2.981 -0.866 3.506
H 3.354 -2.532 1.399
H 2.466 -1.059 0.958
*
```

=====

Record 5
Here is a structure of composition C5H17N5O2 from the Open Molecules 2025 dataset. Energies are from ωB97M-V/def2-TZVPD.

The value obtained for the highest occupied orbital energy is -0.57538 Eh. As for the HOMO-LUMO gap: 10.046 eV. Its LUMO energy is -5.611 eV. The molar mass comes out at 179.22 g mol⁻¹.

The geometry in ORCA input format:
```
! RIJCOSX wB97M-V def2-TZVPD def2/J DEFGRID3
* xyz 2 1
C 0.400 0.455 -0.204
C -0.881 0.005 -0.087
C 3.505 0.970 1.142
C 2.826 0.315 -0.135
C -3.080 0.867 -0.276
N 2.865 1.155 -1.222
N -3.745 -0.224 0.071
N -3.792 1.978 -0.671
N 3.621 -1.060 -0.528
N -3.146 -2.689 0.672
O 1.455 -0.343 0.151
O -1.794 1.086 -0.294
H 0.727 1.436 -0.366
H -1.286 -0.965 0.160
H 2.912 1.786 1.459
H 3.817 0.278 1.891
H 4.552 1.391 0.980
H 3.190 2.118 -1.096
H 2.129 1.013 -1.865
H -3.317 -1.483 0.366
H -4.703 0.000 0.334
H -4.738 2.056 -0.443
H -3.307 2.843 -0.769
H 4.403 -0.818 -1.244
H 4.096 -1.429 0.364
H 2.764 -1.487 -0.881
H -2.367 -3.212 0.232
H -3.112 -2.765 1.682
H -3.993 -3.279 0.575
*
```

=====

Record 6
Here is a structure of composition C22H44F5FeN4O5SSi2Te from the Open Molecules 2025 dataset. Energies are from ωB97M-V/def2-TZVPD.

The value obtained for the highest occupied orbital energy (alpha / beta) is -0.17896 / -0.15890 Eh. As for the HOMO-LUMO gap (alpha / beta): 6.980 / 6.436 eV. As for the expectation value of S²: 6.0172. Its LUMO energy (alpha / beta) is 2.110 / 2.113 eV. The molar mass comes out at 811.29 g mol⁻¹.

The geometry in ORCA input format:
```
! RIJCOSX wB97M-V def2-TZVPD def2/J DEFGRID3
* xyz -1 5
Fe 0.707 2.236 -0.418
C 3.976 4.140 0.564
C 2.632 4.747 0.409
N 1.508 4.108 0.178
C 0.499 5.034 0.166
C 1.021 6.280 0.385
N 2.367 6.078 0.535
C 0.438 7.627 0.498
O -0.873 7.709 0.353
O 1.153 8.591 0.704
C -0.913 4.539 0.000
O -1.860 5.362 0.006
O -1.025 3.277 -0.103
H 3.864 3.058 0.612
H 4.457 4.518 1.470
H 4.599 4.359 -0.302
H 3.022 6.821 0.714
H -1.296 6.800 0.199
F 4.451 0.309 -0.762
Te 3.102 0.789 -2.014
F 4.515 0.425 -3.341
F 3.953 2.541 -1.921
F 0.782 2.589 -2.303
F 2.765 -1.256 -1.921
O 2.240 1.264 -0.172
C -4.061 -0.296 2.439
Si -2.354 -0.656 1.736
C -1.144 -0.232 3.102
C -2.309 -2.485 1.326
C -2.088 0.468 0.243
Si -3.519 0.753 -0.974
C -4.780 1.896 -0.194
C -4.320 -0.893 -1.411
C -2.930 1.592 -2.532
H -4.174 -0.845 3.377
H -4.862 -0.614 1.770
H -4.198 0.765 2.654
H -1.345 -0.840 3.988
H -1.251 0.817 3.385
H -0.115 -0.401 2.793
H -2.411 -3.063 2.247
H -1.391 -2.791 0.826
H -3.143 -2.751 0.672
H -1.887 1.459 0.675
H -5.304 1.454 0.652
H -5.523 2.175 -0.944
H -4.288 2.813 0.141
H -4.825 -1.336 -0.550
H -3.579 -1.614 -1.767
H -5.061 -0.759 -2.202
H -2.470 2.553 -2.288
H -3.789 1.777 -3.182
H -2.196 1.011 -3.092
C -0.298 -5.467 -0.886
C -1.031 -4.794 -2.044
C -0.189 -3.782 -2.831
C -0.228 -2.367 -2.277
N 0.348 -2.328 -0.917
C 0.416 -1.190 -0.287
S -0.624 0.178 -0.834
N 1.082 -1.128 0.779
C 1.861 -2.249 1.309
C 3.234 -2.443 0.669
C 3.980 -3.638 1.252
C 4.343 -3.486 2.727
H -0.928 -6.218 -0.408
H -0.009 -4.739 -0.128
H 0.606 -5.967 -1.239
H -1.924 -4.287 -1.662
H -1.389 -5.565 -2.729
H -0.546 -3.731 -3.860
H 0.851 -4.123 -2.889
H -1.263 -2.034 -2.224
H 0.303 -1.679 -2.934
H 1.290 -2.720 -0.947
H 1.556 -0.170 0.832
H 1.263 -3.163 1.222
H 1.982 -2.064 2.377
H 3.819 -1.529 0.800
H 3.139 -2.549 -0.409
H 4.893 -3.790 0.674
H 3.378 -4.545 1.116
H 4.909 -2.566 2.889
H 4.955 -4.320 3.072
H 3.457 -3.446 3.364
*
```